1.
{
  "formula": "C32H84O32PbS10",
  "method": "ωB97M-V/def2-TZVPD",
  "elements": ["Pb", "O", "C", "C", "O", "H", "H", "H", "H", "O", "S", "O", "O", "C", "C", "C", "H", "H", "H", "H", "H", "H", "H", "H", "O", "S", "O", "O", "C", "C", "C", "H", "H", "H", "H", "H", "H", "H", "H", "O", "S", "O", "O", "C", "C", "C", "H", "H", "H", "H", "H", "H", "H", "H", "O", "S", "O", "O", "C", "C", "C", "H", "H", "H", "H", "H", "H", "H", "H", "O", "S", "O", "O", "C", "C", "C", "H", "H", "H", "H", "H", "H", "H", "H", "O", "S", "O", "O", "C", "C", "C", "H", "H", "H", "H", "H", "H", "H", "H", "O", "S", "O", "O", "C", "C", "C", "H", "H", "H", "H", "H", "H", "H", "H", "O", "S", "O", "O", "C", "C", "C", "H", "H", "H", "H", "H", "H", "H", "H", "O", "S", "O", "O", "C", "C", "C", "H", "H", "H", "H", "H", "H", "H", "H", "O", "S", "O", "O", "C", "C", "C", "H", "H", "H", "H", "H", "H", "H", "H"],
  "coordinates": [[-13.14453, -26.95143, 16.38813], [-15.37710, -26.33297, 17.58488], [-15.25915, -24.90331, 17.65161], [-14.81545, -24.11816, 16.36138], [-13.63330, -24.46689, 15.64933], [-14.53046, -24.61265, 18.40832], [-16.07908, -24.44618, 18.20556], [-14.77026, -23.11260, 16.77961], [-15.63574, -24.13119, 15.64371], [-19.61708, -27.67567, 17.13511], [-20.38896, -26.70379, 17.87563], [-21.82819, -26.49907, 17.53208], [-20.33064, -27.07677, 19.54393], [-21.15820, -26.34288, 20.43421], [-21.86894, -27.28706, 21.39071], [-19.50470, -25.12727, 17.88974], [-21.89500, -25.69494, 19.95945], [-20.60058, -25.62992, 21.04154], [-21.23500, -27.87549, 22.05401], [-22.42622, -28.02053, 20.80797], [-22.67570, -26.78651, 21.92615], [-20.18631, -24.45307, 18.40836], [-19.44455, -24.84341, 16.83907], [-18.52166, -25.15578, 18.35976], [-8.46370, -25.07848, 17.69763], [-9.81422, -24.67656, 17.39590], [-10.87554, -25.71742, 17.19295], [-10.21659, -23.39042, 18.35370], [-11.60926, -22.87712, 18.28164], [-11.70703, -21.57508, 19.15871], [-9.71280, -23.91416, 15.72494], [-12.35970, -23.60459, 18.59106], [-11.88269, -22.67818, 17.24542], [-11.07034, -20.81208, 18.71090], [-11.39474, -21.73712, 20.19037], [-12.65304, -21.04202, 19.25366], [-9.27161, -22.91745, 15.72855], [-10.75787, -23.91562, 15.41523], [-9.04751, -24.54617, 15.13667], [-14.07947, -29.33102, 17.13991], [-14.95942, -30.32582, 17.71887], [-15.21045, -31.59970, 17.01809], [-14.36063, -30.64770, 19.27040], [-14.45831, -31.97893, 19.85041], [-13.45535, -31.92852, 20.97685], [-16.59128, -29.53171, 18.05492], [-14.03900, -32.68278, 19.13146], [-15.44377, -32.11713, 20.29523], [-14.01480, -31.44537, 21.77790], [-12.53681, -31.37547, 20.78058], [-13.18337, -32.94198, 21.27186], [-17.27264, -30.32346, 18.36632], [-17.01854, -29.13189, 17.13530], [-16.39075, -28.84004, 18.87314], [-12.05491, -26.83260, 11.60777], [-11.71694, -26.15395, 12.83665], [-12.09820, -26.77317, 14.11487], [-10.06343, -25.77185, 12.84978], [-9.15319, -26.88270, 12.61220], [-7.78832, -26.53952, 13.24234], [-12.32413, -24.43609, 12.73451], [-9.12191, -27.10980, 11.54658], [-9.54329, -27.78198, 13.08889], [-7.27593, -25.65984, 12.85283], [-7.22372, -27.44193, 13.00784], [-7.77430, -26.47222, 14.33017], [-11.96920, -24.02048, 11.79143], [-11.84696, -23.89972, 13.55468], [-13.40959, -24.51280, 12.79787], [-15.52011, -29.40882, 23.87772], [-15.86814, -27.99689, 23.86962], [-14.94880, -26.90611, 24.23355], [-16.61906, -27.65647, 22.46912], [-16.75631, -26.26856, 22.16146], [-17.46002, -26.22609, 20.85419], [-17.35114, -27.81368, 24.90420], [-15.82478, -25.70258, 22.15554], [-17.29995, -25.82584, 22.99606], [-18.36674, -26.82272, 20.95404], [-16.88974, -26.62502, 20.01531], [-17.78611, -25.22122, 20.58585], [-17.31185, -26.76280, 25.19092], [-17.25367, -28.43392, 25.79521], [-18.32959, -27.96684, 24.44892], [-16.81186, -29.52232, 14.78791], [-16.25658, -28.24383, 14.36218], [-14.88502, -27.85523, 14.78117], [-16.26396, -28.08710, 12.71348], [-15.53046, -26.91333, 12.26195], [-16.16865, -26.45125, 11.00080], [-17.49131, -26.84973, 14.94651], [-14.47253, -27.01815, 12.02135], [-15.56586, -26.05797, 12.93663], [-16.28415, -27.28471, 10.30789], [-15.73306, -25.59189, 10.49104], [-17.15918, -26.06791, 11.24577], [-17.50088, -26.73674, 16.03060], [-18.48981, -27.11048, 14.59563], [-17.24939, -25.91898, 14.43340], [-19.50603, -22.09976, 19.93558], [-19.16734, -22.06725, 21.33710], [-19.85850, -22.82746, 22.34864], [-17.55285, -22.41894, 21.47908], [-16.79225, -22.10328, 20.33654], [-15.34342, -21.96927, 20.75243], [-19.06926, -20.35817, 22.04128], [-17.03633, -21.17491, 19.82015], [-16.87410, -22.89303, 19.58975], [-14.78488, -21.75112, 19.84218], [-14.95983, -22.90256, 21.16464], [-15.15760, -21.23669, 21.53786], [-18.69774, -20.40438, 23.06497], [-20.06437, -19.91396, 22.01817], [-18.45689, -19.84213, 21.30181], [-19.53121, -25.80566, 12.56880], [-20.03210, -24.52477, 13.20250], [-21.16177, -24.47409, 14.11858], [-18.79133, -23.50239, 13.70918], [-17.56563, -23.36229, 12.91447], [-17.40180, -21.87920, 12.78313], [-20.50055, -23.37924, 11.86246], [-17.64124, -23.66731, 11.87075], [-16.73471, -23.80085, 13.46705], [-18.26894, -21.41164, 12.31673], [-16.52099, -21.53942, 12.23831], [-17.35048, -21.29374, 13.70112], [-21.32735, -23.83053, 11.31394], [-19.69720, -23.17517, 11.15459], [-20.79450, -22.46450, 12.37720], [-12.97451, -19.41569, 12.42378], [-12.61583, -20.28561, 13.57058], [-11.66630, -21.39614, 13.44087], [-12.12568, -19.20635, 14.75923], [-11.32699, -19.73758, 15.80242], [-9.90169, -19.20381, 15.68165], [-14.13774, -20.89733, 14.41171], [-11.42198, -20.78754, 16.07925], [-11.73233, -19.30436, 16.71682], [-9.77138, -18.12469, 15.60020], [-9.35261, -19.71551, 14.89122], [-9.33360, -19.36635, 16.59760], [-13.83733, -21.40803, 15.32660], [-14.59903, -21.54643, 13.66741], [-14.85162, -20.07542, 14.46590], [-12.20533, -27.95811, 18.44407], [-11.93337, -27.84467, 19.91412], [-11.55492, -28.88970, 20.82161], [-10.90203, -26.55512, 20.09110], [-10.37325, -26.23703, 21.39921], [-9.36530, -25.06505, 21.20511], [-13.37873, -27.03545, 20.63518], [-9.91242, -27.10479, 21.87115], [-11.21611, -25.90679, 22.00636], [-9.93095, -24.16814, 20.95275], [-8.60280, -25.29807, 20.46188], [-8.93072, -24.81316, 22.17248], [-13.34925, -25.97447, 20.38708], [-13.41462, -27.21215, 21.71016], [-14.32705, -27.49270, 20.35285]],
  "lowdin_charge": [1.641, -0.410, -0.390, -0.394, -0.409, 0.056, 0.061, 0.067, 0.072, -0.287, 0.710, -0.308, -0.277, -0.314, -0.065, -0.090, 0.115, 0.103, 0.074, 0.079, 0.080, 0.061, 0.064, 0.055, -0.278, 0.691, -0.419, -0.266, -0.198, -0.045, -0.079, 0.099, 0.087, 0.058, 0.074, 0.060, 0.072, 0.039, 0.051, -0.412, 0.707, -0.300, -0.287, -0.248, -0.073, -0.074, 0.116, 0.125, 0.074, 0.071, 0.081, 0.074, 0.040, 0.053, -0.284, 0.693, -0.446, -0.281, -0.247, -0.061, -0.093, 0.118, 0.116, 0.080, 0.078, 0.071, 0.079, 0.029, 0.063, -0.287, 0.658, -0.305, -0.269, -0.285, -0.045, -0.113, 0.110, 0.116, 0.075, 0.075, 0.071, 0.057, 0.069, 0.073, -0.275, 0.755, -0.450, -0.218, -0.290, -0.071, -0.048, 0.097, 0.096, 0.091, 0.086, 0.055, 0.037, 0.050, 0.028, -0.281, 0.643, -0.293, -0.260, -0.319, -0.058, -0.089, 0.117, 0.097, 0.064, 0.075, 0.085, 0.074, 0.068, 0.057, -0.320, 0.715, -0.277, -0.298, -0.250, -0.089, -0.119, 0.110, 0.103, 0.078, 0.082, 0.081, 0.072, 0.060, 0.072, -0.308, 0.711, -0.308, -0.256, -0.308, -0.061, -0.087, 0.095, 0.112, 0.082, 0.078, 0.072, 0.055, 0.046, 0.073, -0.468, 0.719, -0.260, -0.297, -0.233, -0.044, -0.097, 0.116, 0.111, 0.060, 0.075, 0.077, 0.072, 0.061, 0.066],
  "de_lowest_kcal_mol": 134.1,
  "e_homo_ev": -7.30,
  "e_tot_ha": -7851.70129,
  "largest_force_ev_per_a": 4.8,
  "multiplicity": 1
}

=====

2.
{
  "formula": "C32H86F6N4O17P",
  "method": "ωB97M-V/def2-TZVPD",
  "elements": ["P", "F", "F", "F", "F", "F", "F", "C", "O", "C", "C", "N", "C", "C", "O", "C", "H", "H", "H", "H", "H", "H", "H", "H", "H", "H", "H", "H", "H", "H", "H", "C", "O", "C", "C", "N", "C", "C", "O", "C", "H", "H", "H", "H", "H", "H", "H", "H", "H", "H", "H", "H", "H", "H", "H", "C", "O", "C", "C", "N", "C", "C", "O", "C", "H", "H", "H", "H", "H", "H", "H", "H", "H", "H", "H", "H", "H", "H", "H", "C", "O", "C", "C", "N", "C", "C", "O", "C", "H", "H", "H", "H", "H", "H", "H", "H", "H", "H", "H", "H", "H", "H", "H", "C", "C", "O", "O", "H", "H", "H", "H", "H", "H", "C", "C", "O", "O", "H", "H", "H", "H", "H", "H", "C", "C", "O", "O", "H", "H", "H", "H", "H", "H", "C", "C", "O", "O", "H", "H", "H", "H", "H", "H", "O", "H", "H"],
  "coordinates": [[4.99272, 14.32320, -16.63196], [5.12410, 15.80749, -17.34466], [5.77888, 14.78586, -15.33117], [3.61929, 14.68595, -15.89040], [4.78453, 12.78803, -16.24239], [4.10944, 14.11511, -17.96153], [6.39050, 13.95842, -17.40406], [6.01833, 20.19752, -23.53403], [5.48834, 19.39315, -24.51193], [4.39647, 18.58928, -23.88829], [4.82834, 17.41677, -22.95058], [5.83197, 16.52183, -23.50953], [5.85357, 15.34680, -22.67752], [6.94978, 14.28110, -22.91332], [6.35816, 13.24309, -23.80223], [7.39972, 12.50084, -24.32205], [5.35209, 20.84351, -22.96225], [6.69172, 20.81464, -24.12884], [6.73361, 19.64046, -22.92893], [3.67379, 18.05277, -24.50310], [3.69062, 19.29586, -23.45168], [3.94134, 16.79093, -22.85241], [5.13560, 17.76992, -21.96622], [6.73624, 16.95927, -23.40447], [4.97617, 14.70283, -22.73731], [6.03128, 15.68885, -21.65795], [7.24285, 13.83016, -21.96523], [7.80841, 14.79237, -23.34860], [8.32573, 12.95308, -24.67713], [7.01106, 11.95877, -25.18414], [7.56791, 11.62672, -23.69299], [1.07698, 11.32211, -10.02622], [0.05762, 11.08127, -9.05564], [0.27738, 11.78519, -7.81686], [-0.50379, 11.32633, -6.63855], [-1.73698, 10.60449, -7.11076], [-2.85877, 10.31167, -6.18107], [-2.47122, 9.53196, -4.85283], [-1.46198, 8.56822, -4.97874], [-1.76878, 7.49634, -5.85192], [0.81758, 10.82788, -10.96247], [2.13729, 11.14560, -9.84545], [1.18172, 12.34398, -10.39077], [0.15101, 12.84540, -8.03613], [1.31104, 11.68939, -7.48450], [-0.72126, 12.24736, -6.09771], [0.06558, 10.66188, -5.98860], [-1.41874, 9.77842, -7.59701], [-3.60639, 9.86163, -6.83424], [-3.30215, 11.30487, -6.10990], [-3.37983, 9.05458, -4.48590], [-2.01717, 10.15311, -4.08074], [-1.02393, 6.70090, -5.87583], [-1.75178, 7.88366, -6.87065], [-2.71742, 6.98259, -5.69622], [-0.84071, 17.53017, -20.90242], [-0.28014, 18.80311, -20.80510], [0.12659, 19.04979, -19.42177], [0.97928, 20.32155, -19.37286], [0.44601, 21.39410, -20.22816], [0.07755, 22.65442, -19.49496], [1.20643, 23.67836, -19.48100], [1.79571, 23.83345, -20.74063], [1.42789, 24.97895, -21.45624], [-0.86242, 17.32005, -21.97176], [-1.82090, 17.68173, -20.45039], [-0.32764, 16.69787, -20.42062], [0.66680, 18.18288, -19.04131], [-0.78168, 19.19733, -18.83750], [1.97403, 20.17737, -19.79447], [1.15081, 20.55975, -18.32313], [1.25080, 21.76855, -20.71001], [-0.35898, 22.40028, -18.52906], [-0.79902, 23.18695, -19.86390], [2.07118, 23.35413, -18.90207], [0.84918, 24.56135, -18.95109], [2.12872, 25.21117, -22.25813], [1.48320, 25.87007, -20.83097], [0.38971, 24.88938, -21.77604], [15.92813, 14.15920, -14.03240], [15.06464, 13.07121, -13.86553], [13.77026, 13.45354, -13.30039], [12.77554, 14.16279, -14.27297], [12.90914, 15.65270, -14.30333], [11.78693, 16.12733, -15.14367], [11.73699, 17.66024, -15.16427], [12.73676, 18.15174, -15.98320], [12.72033, 19.57976, -16.18714], [16.86960, 13.77676, -14.42672], [15.94629, 14.98234, -13.31811], [15.55982, 14.66226, -14.92647], [13.96047, 13.98915, -12.37031], [13.35356, 12.44969, -13.21821], [11.77599, 13.94910, -13.89437], [12.99281, 13.57692, -15.16609], [13.79452, 15.97546, -14.66671], [10.82290, 15.69558, -14.87474], [11.99400, 15.84610, -16.17621], [11.76824, 17.91814, -14.10569], [10.73614, 17.86121, -15.54640], [13.40097, 19.80729, -17.00754], [13.10494, 20.21975, -15.39305], [11.80056, 19.98485, -16.60907], [-1.17658, 12.13514, -16.50055], [-0.57673, 10.71158, -16.52115], [-0.79664, 9.99252, -17.70064], [-2.61240, 12.17521, -16.59161], [-0.82150, 12.70303, -17.36050], [-0.88405, 12.60231, -15.56019], [-0.70895, 10.01848, -15.69036], [0.50790, 10.72206, -16.62867], [-1.57835, 9.44576, -17.59301], [-2.74589, 13.12062, -16.69151], [3.45571, 9.07058, -21.58633], [4.46779, 8.19395, -20.67912], [4.50951, 6.80545, -21.20407], [2.12814, 8.54768, -21.51160], [3.61080, 9.12701, -22.66376], [3.53931, 10.07375, -21.16828], [4.07489, 8.16329, -19.66286], [5.45893, 8.64730, -20.66459], [3.74362, 6.28867, -20.94341], [1.63451, 9.10324, -20.90391], [8.16696, 8.01582, -13.91512], [9.00281, 7.43743, -12.68731], [9.89571, 6.28017, -12.92521], [7.59302, 9.22208, -13.47356], [7.53728, 7.16277, -14.16792], [8.76973, 8.10124, -14.81926], [8.28049, 7.27935, -11.88646], [9.61614, 8.18573, -12.18535], [9.32112, 5.66092, -13.38127], [7.19025, 9.69444, -14.20585], [5.34041, 18.82864, -11.85229], [5.44002, 19.52147, -13.26778], [4.23020, 20.17114, -13.71003], [4.38921, 17.79946, -11.67375], [5.09227, 19.58555, -11.10823], [6.33511, 18.60967, -11.46406], [5.63776, 18.79478, -14.05577], [6.21756, 20.28400, -13.22227], [3.48445, 19.57026, -13.64378], [4.76153, 17.17106, -12.29673], [7.20805, 13.44876, -10.42626], [7.14032, 12.70606, -11.02629], [8.14929, 13.57846, -10.31019]],
  "lowdin_charge": [0.100, -0.222, -0.151, -0.174, -0.159, -0.199, -0.194, -0.175, -0.179, -0.155, -0.222, -0.059, -0.229, -0.155, -0.175, -0.181, 0.091, 0.087, 0.083, 0.109, 0.107, 0.117, 0.112, 0.104, 0.125, 0.118, 0.122, 0.110, 0.087, 0.079, 0.082, -0.124, -0.176, -0.229, -0.187, -0.069, -0.172, -0.207, -0.195, -0.108, 0.084, 0.083, 0.079, 0.121, 0.117, 0.119, 0.107, 0.079, 0.104, 0.104, 0.106, 0.118, 0.087, 0.072, 0.087, -0.146, -0.207, -0.187, -0.204, -0.028, -0.191, -0.241, -0.193, -0.109, 0.087, 0.084, 0.084, 0.119, 0.114, 0.117, 0.114, 0.074, 0.111, 0.099, 0.124, 0.120, 0.089, 0.079, 0.090, -0.146, -0.207, -0.181, -0.198, -0.046, -0.211, -0.268, -0.168, -0.094, 0.089, 0.091, 0.066, 0.116, 0.115, 0.113, 0.120, 0.086, 0.122, 0.118, 0.121, 0.121, 0.077, 0.082, 0.084, -0.212, -0.252, -0.077, -0.085, 0.120, 0.115, 0.118, 0.120, 0.081, 0.073, -0.218, -0.160, -0.110, -0.087, 0.111, 0.108, 0.104, 0.105, 0.065, 0.079, -0.253, -0.202, -0.081, -0.050, 0.103, 0.113, 0.104, 0.108, 0.063, 0.095, -0.263, -0.203, -0.088, -0.049, 0.108, 0.107, 0.113, 0.111, 0.076, 0.088, -0.053, 0.028, 0.025],
  "total_charge": -1,
  "de_lowest_kcal_mol": 15.0,
  "e_homo_ev": -7.15,
  "e_tot_ha": -3709.27896,
  "largest_force_ev_per_a": 4.1,
  "multiplicity": 1
}